[1]
{"formula": "C26H55N2O14PS2", "method": "the ωB97M-V functional and the def2-TZVPD basis", "elements": ["O", "C", "O", "C", "C", "C", "C", "C", "C", "C", "C", "C", "C", "C", "C", "C", "N", "S", "N", "C", "C", "P", "O", "O", "S", "H", "H", "H", "H", "H", "H", "H", "H", "H", "H", "H", "H", "H", "H", "H", "C", "O", "H", "H", "H", "H", "C", "O", "H", "H", "H", "H", "C", "O", "H", "H", "H", "H", "C", "O", "H", "H", "H", "H", "C", "O", "H", "H", "H", "H", "C", "O", "H", "H", "H", "H", "C", "O", "H", "H", "H", "H", "C", "O", "H", "H", "H", "H", "C", "O", "H", "H", "H", "H", "C", "O", "H", "H", "H", "H"], "coordinates": [[5.1366, 1.1520, 2.3499], [4.5818, 0.7153, 1.3853], [5.2720, 0.1720, 0.3480], [3.0995, 0.7329, 1.1994], [2.6382, 2.0661, 0.5755], [2.8157, 2.0060, -0.9426], [2.6423, 3.3280, -1.6378], [1.2798, 3.6704, -1.9906], [0.1633, 2.7437, -1.6302], [-0.3778, 2.8216, -0.3623], [-1.4122, 1.9725, 0.0105], [-1.8985, 1.0624, -0.9084], [-1.3575, 0.9827, -2.1595], [-0.3218, 1.8096, -2.5316], [0.9647, 4.8082, -2.6440], [1.9734, 5.7303, -3.0056], [1.8473, 6.8784, -3.6401], [3.3319, 7.5095, -3.7698], [4.1730, 6.3625, -3.0383], [3.3376, 5.4106, -2.6512], [3.6561, 4.1907, -1.9655], [5.4173, 3.8334, -1.6434], [5.5293, 3.0970, -0.2199], [6.1116, 5.2509, -1.4041], [6.2822, 2.8298, -3.0185], [5.9612, 0.7952, 0.0753], [2.8542, -0.0508, 0.4861], [2.6118, 0.5296, 2.1455], [1.5927, 2.1682, 0.8399], [3.1548, 2.8929, 1.0536], [2.0202, 1.3566, -1.2971], [3.7373, 1.5227, -1.2494], [0.0063, 3.5467, 0.3400], [-1.8209, 2.0651, 1.0044], [-2.7156, 0.4350, -0.6001], [-1.7747, 0.2638, -2.8464], [0.0981, 1.7390, -3.5213], [-0.0680, 4.9933, -2.8994], [5.1241, 3.6595, 0.4555], [5.5364, 5.8542, -0.9141], [-2.5082, -3.1052, 0.6971], [-2.9379, -1.8621, 0.1398], [-1.4306, -3.1784, 0.5778], [-2.7509, -3.1669, 1.7586], [-2.9911, -3.9296, 0.1622], [-3.8912, -1.8170, 0.2556], [-2.5007, 3.8563, -5.3701], [-1.1160, 3.8021, -5.0328], [-2.9249, 2.8737, -5.1809], [-3.0242, 4.5921, -4.7540], [-2.6356, 4.1050, -6.4257], [-0.7421, 4.6713, -5.2040], [6.7947, -0.5640, -5.3293], [6.1973, 0.2426, -6.3392], [6.8710, -1.5771, -5.7164], [7.7954, -0.1996, -5.0826], [6.1781, -0.5708, -4.4267], [6.1287, 1.1371, -5.9930], [-1.7166, -1.6760, 4.4705], [-1.1899, -1.3803, 3.1751], [-2.8018, -1.6547, 4.4011], [-1.3990, -2.6607, 4.8017], [-1.3931, -0.9301, 5.2016], [-0.2308, -1.4027, 3.2333], [-2.8093, -4.4758, 6.9384], [-1.6059, -3.7068, 6.8565], [-3.2550, -4.4938, 5.9459], [-2.5901, -5.5007, 7.2477], [-3.5169, -4.0282, 7.6392], [-1.2050, -3.6864, 7.7298], [-0.2844, -6.6951, 5.0858], [-0.8650, -5.7929, 4.1403], [0.0285, -7.5831, 4.5438], [0.5858, -6.2430, 5.5642], [-1.0130, -6.9801, 5.8488], [-1.1288, -5.0000, 4.6245], [-4.1598, -6.5672, 2.7503], [-3.6856, -5.9281, 3.9265], [-5.2309, -6.3908, 2.6808], [-3.6753, -6.1560, 1.8597], [-3.9829, -7.6455, 2.7913], [-2.7289, -6.0870, 3.9841], [-0.2146, 2.4304, 4.0466], [0.1099, 3.0062, 2.7844], [-0.7105, 1.4841, 3.8507], [0.6874, 2.2495, 4.6381], [-0.8934, 3.0769, 4.6085], [0.5442, 3.8471, 2.9518], [-2.9492, -3.1888, -2.9555], [-1.7811, -2.3946, -3.1143], [-3.4572, -3.2655, -3.9149], [-2.6841, -4.1920, -2.6112], [-3.6164, -2.7109, -2.2310], [-1.3531, -2.3354, -2.2546], [-6.2777, -0.5840, -3.1974], [-5.0873, -0.1448, -3.8386], [-7.0673, 0.1194, -3.4482], [-6.5672, -1.5797, -3.5453], [-6.1538, -0.6027, -2.1102], [-4.3903, -0.7675, -3.6137]], "mulliken_charge": [-0.585, 0.432, -0.481, -0.952, 0.597, -1.196, -0.692, -0.271, -0.471, -0.381, -0.870, 0.016, -1.049, -0.110, -0.655, -0.028, -0.761, 0.115, -0.607, 1.232, 0.217, 0.816, -0.401, -0.517, -0.466, 0.353, 0.446, 0.326, -0.141, 0.229, 0.700, 0.841, 0.729, 0.480, 0.390, 0.582, 0.537, 0.834, 0.325, 0.384, -0.727, -0.346, 0.252, 0.258, 0.328, 0.203, -0.570, -0.402, 0.177, 0.272, 0.290, 0.260, -0.420, -0.510, 0.247, 0.211, 0.169, 0.297, -0.591, -0.369, 0.297, 0.076, 0.346, 0.227, -0.471, -0.474, 0.162, 0.242, 0.343, 0.257, -0.592, -0.540, 0.275, 0.271, 0.244, 0.268, -0.572, -0.429, 0.229, 0.171, 0.279, 0.375, -0.486, -0.333, -0.012, 0.314, 0.336, 0.239, -0.508, -0.496, 0.324, 0.308, 0.103, 0.284, -0.522, -0.471, 0.257, 0.258, 0.209, 0.241], "fmax_ev_per_a": 1.30, "multiplicity": 1, "e_homo_ev": -8.75}



[2]
{"formula": "C3H4BrP", "method": "the ωB97M-V functional and the def2-TZVPD basis", "elements": ["C", "C", "C", "P", "Br", "H", "H", "H", "H"], "coordinates": [[0.3773, 0.3639, 0.0886], [-1.0122, 0.6742, 0.0312], [-0.5080, -0.7778, -0.0061], [2.0050, 1.0616, -0.1190], [3.3147, -0.7339, 0.0087], [-1.4730, 1.1946, 1.0368], [-1.5150, 1.0320, -0.8319], [-0.4269, -1.2211, -0.9822], [-0.7619, -1.5935, 0.7739]], "nbo_charge": [-0.337, -0.453, -0.466, 0.555, -0.244, 0.236, 0.230, 0.235, 0.244], "fmax_ev_per_a": 5.48, "smiles": "BrP=C1CC1", "multiplicity": 1, "e_homo_ev": -8.73}



[3]
{"formula": "C27H75BeF6N6O11P", "method": "the ωB97M-V functional and the def2-TZVPD basis", "elements": ["Be", "P", "F", "F", "F", "F", "F", "F", "O", "C", "O", "O", "H", "C", "C", "C", "O", "C", "N", "H", "H", "H", "H", "H", "H", "H", "H", "H", "H", "H", "C", "C", "C", "O", "C", "N", "H", "H", "H", "H", "H", "H", "H", "H", "H", "H", "H", "C", "C", "C", "O", "C", "N", "H", "H", "H", "H", "H", "H", "H", "H", "H", "H", "H", "C", "C", "C", "O", "C", "N", "H", "H", "H", "H", "H", "H", "H", "H", "H", "H", "H", "C", "C", "C", "O", "C", "N", "H", "H", "H", "H", "H", "H", "H", "H", "H", "H", "H", "C", "C", "C", "O", "C", "N", "H", "H", "H", "H", "H", "H", "H", "H", "H", "H", "H", "C", "O", "H", "H", "H", "H", "C", "O", "H", "H", "H", "H"], "coordinates": [[-21.2573, 17.6725, -21.8442], [-17.0143, 15.7307, -15.9210], [-15.7083, 14.8298, -16.3420], [-17.1437, 16.3932, -17.4578], [-18.0488, 14.5483, -16.3657], [-18.3388, 16.5915, -15.4925], [-16.8912, 15.0818, -14.4882], [-16.0385, 16.9436, -15.4539], [-17.8865, 18.8727, -19.3214], [-18.8496, 18.5109, -20.1143], [-18.9837, 17.3285, -20.4050], [-19.6455, 19.3559, -20.5774], [-17.5121, 17.9906, -19.2632], [-16.6968, 13.6058, -26.0898], [-15.9657, 13.6741, -24.7863], [-16.9892, 13.7802, -23.5334], [-17.6414, 15.0570, -23.4052], [-16.7989, 16.0907, -22.8471], [-15.1785, 12.4701, -24.5414], [-17.0861, 12.5916, -26.1793], [-16.0154, 13.7868, -26.9211], [-17.4649, 14.3741, -26.1777], [-15.2584, 14.4980, -24.8811], [-16.5414, 13.4334, -22.6021], [-17.7951, 13.0656, -23.7008], [-17.2640, 17.0743, -22.7806], [-15.9342, 16.2730, -23.4852], [-16.5929, 15.8357, -21.8075], [-14.3853, 12.8076, -24.0151], [-15.6550, 11.7404, -24.0310], [-14.6275, 17.4740, -18.7706], [-14.4042, 18.8490, -18.0679], [-13.8214, 19.9896, -18.9582], [-12.6508, 19.5956, -19.5841], [-12.0311, 20.6617, -20.3117], [-15.7188, 19.2567, -17.4278], [-13.7076, 17.0097, -19.1259], [-15.2829, 17.5403, -19.6391], [-15.1073, 16.7410, -18.1221], [-13.6794, 18.7381, -17.2614], [-13.7323, 20.9406, -18.4331], [-14.6328, 20.2802, -19.6255], [-11.9758, 21.5566, -19.6918], [-12.7623, 20.8087, -21.1065], [-11.0742, 20.2840, -20.6719], [-16.0199, 18.4666, -16.8754], [-16.3549, 19.2443, -18.2122], [-22.0572, 21.1895, -22.5935], [-23.2076, 20.2157, -22.4845], [-23.4964, 19.3077, -23.6773], [-22.3734, 18.4807, -23.9684], [-22.6164, 17.5566, -25.0093], [-22.9908, 19.4891, -21.2187], [-21.9265, 21.7650, -23.5099], [-21.1246, 20.6470, -22.4383], [-22.1665, 22.0013, -21.8744], [-24.0978, 20.8176, -22.3018], [-23.7337, 19.9742, -24.5065], [-24.3880, 18.8100, -23.2958], [-21.7231, 16.9700, -25.2242], [-22.9175, 18.0547, -25.9310], [-23.4248, 16.8676, -24.7648], [-23.9098, 19.1998, -20.9157], [-22.8216, 20.1787, -20.5004], [-22.3231, 23.2819, -18.0473], [-21.4942, 22.4627, -19.0463], [-19.9440, 22.5027, -18.9263], [-19.5772, 21.9832, -17.6372], [-18.1822, 21.8808, -17.3919], [-21.9431, 21.0979, -18.9276], [-22.1958, 22.9517, -17.0164], [-23.3767, 23.1996, -18.3142], [-22.1360, 24.3519, -18.1379], [-21.8058, 22.7349, -20.0547], [-19.5873, 23.5131, -19.1259], [-19.4501, 21.9374, -19.7167], [-17.8130, 21.1012, -18.0583], [-17.9903, 21.7380, -16.3285], [-17.6149, 22.7779, -17.6398], [-21.1423, 20.5417, -19.1911], [-21.9978, 20.9006, -17.9386], [-16.8139, 22.0595, -20.9414], [-17.0063, 21.3327, -22.3187], [-16.4388, 19.9339, -22.5476], [-15.0624, 19.9889, -22.5410], [-14.4087, 18.7148, -22.6146], [-18.4706, 21.2823, -22.5437], [-17.3262, 23.0215, -20.9536], [-15.7644, 22.2205, -20.6949], [-17.3475, 21.4804, -20.1877], [-16.6257, 22.0354, -23.0599], [-16.7568, 19.5399, -23.5129], [-16.8020, 19.2950, -21.7426], [-13.3417, 18.8682, -22.7762], [-14.7153, 18.2034, -23.5270], [-14.5592, 18.0832, -21.7391], [-18.9187, 20.7258, -21.8299], [-18.8593, 22.1915, -22.3382], [-18.5816, 13.8467, -19.9254], [-19.9662, 14.0743, -19.3378], [-20.4221, 12.8143, -18.6114], [-21.8347, 13.0363, -18.4318], [-22.4880, 11.8314, -18.0042], [-19.9033, 15.1637, -18.3737], [-17.8459, 13.5558, -19.1756], [-18.1774, 14.7362, -20.4088], [-18.5747, 13.0364, -20.6544], [-20.6240, 14.4103, -20.1393], [-19.9319, 12.7861, -17.6382], [-20.1640, 11.8717, -19.0940], [-22.0549, 11.4886, -17.0646], [-22.3983, 10.9957, -18.6982], [-23.5484, 12.0291, -17.8474], [-19.5124, 15.9392, -18.8894], [-19.1543, 14.8841, -17.7566], [-20.4535, 18.3832, -17.0940], [-21.7337, 17.8549, -17.2917], [-19.6071, 17.6987, -17.1500], [-20.3661, 19.1168, -17.8954], [-20.3412, 18.8536, -16.1171], [-22.3110, 18.6218, -17.3100], [-19.0756, 17.9907, -24.7741], [-19.5437, 18.7098, -23.6386], [-18.0219, 17.7398, -24.6522], [-19.6676, 17.1102, -25.0239], [-19.0883, 18.6230, -25.6619], [-19.1052, 19.5541, -23.5101]], "mulliken_charge": [1.546, 1.521, -0.423, -0.663, -0.423, -0.329, -0.341, -0.419, 0.928, -0.928, -0.339, -0.471, -0.437, -1.383, 0.625, -0.997, -0.145, 0.138, -0.726, 0.344, 0.359, 0.250, 0.270, 0.402, 0.417, -0.710, 0.241, 0.379, 0.273, 0.277, -0.651, 0.658, -0.117, -0.367, -0.659, -0.689, 0.511, -0.200, 0.080, 0.375, 0.468, -0.444, 0.308, 0.207, 0.214, 0.231, -0.077, -1.387, 0.298, -1.232, 0.048, -0.860, -0.406, 0.484, 0.565, 0.120, 0.574, 0.370, 0.418, 0.199, 0.324, 0.337, 0.308, 0.101, -1.832, 0.610, 0.220, -0.400, -0.380, -0.599, 0.374, 0.442, 0.442, -0.133, 0.571, -0.172, -0.217, 0.298, 0.354, -0.397, 0.434, -1.063, 0.055, 0.501, -0.433, -0.737, -0.273, 0.456, 0.383, -0.095, 0.493, 0.454, -0.497, 0.350, 0.378, 0.119, -0.579, 0.425, -1.341, 0.532, -0.882, -0.253, -0.843, -0.447, 0.322, 0.224, 0.453, 0.332, 0.279, 0.427, 0.320, 0.313, 0.236, 0.062, 0.259, 0.932, -0.512, -0.413, -0.453, 0.303, 0.331, -0.717, -0.160, 0.218, 0.059, 0.392, 0.127], "s_squared": 0.751, "fmax_ev_per_a": 4.05, "charge": -1, "multiplicity": 2, "e_homo_ev": [-5.00, -5.40]}



[4]
{"formula": "C5H14N2O", "method": "the ωB97M-V functional and the def2-TZVPD basis", "elements": ["N", "C", "C", "C", "C", "C", "N", "H", "H", "H", "H", "H", "H", "H", "H", "H", "H", "H", "H", "H", "H", "O"], "coordinates": [[1.0249, -1.0018, 0.2175], [0.8218, -1.3144, -1.1937], [1.1064, -0.0258, -1.9898], [1.5347, 1.0229, -0.9621], [0.9534, 0.4310, 0.3904], [-0.4732, 0.9032, 0.6033], [-0.6067, 2.3952, 0.7290], [1.8967, -1.4195, 0.4995], [1.4845, -2.0982, -1.5412], [-0.1511, -1.7429, -1.4205], [0.2131, 0.3293, -2.4982], [1.8786, -0.1716, -2.7241], [2.5991, 1.0383, -0.7487], [1.1272, 2.0095, -1.1571], [1.5605, 0.6927, 1.2405], [-1.0534, 0.5146, -0.2278], [-0.8792, 0.5894, 1.5658], [0.3000, 2.7353, 0.8011], [-0.9173, 2.7608, -0.1593], [-3.5127, -2.8611, 2.4958], [-4.4836, -2.1915, 3.4760], [-4.4237, -2.5956, 2.6035]], "nbo_charge": [-0.626, -0.235, -0.436, -0.425, -0.058, -0.234, -0.816, 0.366, 0.193, 0.186, 0.204, 0.214, 0.203, 0.207, 0.193, 0.184, 0.199, 0.338, 0.345, 0.470, 0.469, -0.939], "fmax_ev_per_a": 2.30, "smiles": "NC[C@@H]1CCCN1.O", "multiplicity": 1, "e_homo_ev": -8.86}



[5]
{"formula": "C3H8BrPS", "method": "the ωB97M-V functional and the def2-TZVPD basis", "elements": ["C", "C", "C", "P", "S", "Br", "H", "H", "H", "H", "H", "H", "H", "H"], "coordinates": [[-0.1381, -1.5514, 0.3282], [-0.6437, 1.5931, -2.1259], [0.7533, -1.0181, 1.4642], [-0.1011, 0.6424, 1.5870], [0.7933, 1.4155, 3.1174], [0.9232, 2.2687, -1.1417], [0.0299, -2.5706, -0.0071], [-1.2457, -1.5087, 0.5847], [-0.1375, -0.8120, -0.5112], [-1.0436, 0.8320, -1.3254], [-1.3066, 2.4384, -2.2980], [-0.3634, 1.0489, -3.0266], [1.7796, -1.1073, 1.0898], [0.7002, -1.6711, 2.2644]], "nbo_charge": [-0.622, -0.634, -0.777, 0.662, -0.384, -0.006, 0.221, 0.201, 0.194, 0.225, 0.228, 0.224, 0.239, 0.230], "fmax_ev_per_a": 3.52, "smiles": "CCP=S.CBr", "multiplicity": 1, "e_homo_ev": -8.44}



[6]
{"formula": "C5H5N", "method": "the ωB97M-V functional and the def2-TZVPD basis", "elements": ["C", "C", "C", "C", "C", "N", "H", "H", "H", "H", "H"], "coordinates": [[0.6449, -2.1511, 0.3332], [0.3254, -0.8927, 0.2575], [0.2075, 0.3928, 0.4433], [-0.6219, 1.3587, -0.3740], [-1.2486, 0.5233, -1.3976], [-1.5864, -0.3600, -2.0624], [0.0769, -2.8173, 0.9738], [0.7982, 0.7295, 1.2877], [1.5356, -2.5137, -0.1690], [-1.3783, 1.8744, 0.2310], [-0.0099, 2.1475, -0.8295]], "nbo_charge": [-0.463, 0.114, -0.301, -0.523, 0.283, -0.311, 0.228, 0.236, 0.228, 0.254, 0.254], "fmax_ev_per_a": 1.12, "smiles": "C=C=CCC#N", "multiplicity": 1, "e_homo_ev": -10.06}